No. 1
DFT (ωB97M-V/def2-TZVPD) results for a cluster of 2 separate species, C7H14N2Si in total in a non-equilibrium geometry.

Its structure (SMILES) is C[Si]1(C)CC1.c1c[nH]cn1. The calculation puts the LUMO energy at 0.68 eV. For the relative energy (zero: lowest compared OMol25 entry of this formula, charge and spin), the calculation gives 3.178 eV. As for the gap between HOMO and LUMO: 0.344 Ha.

Structure (XYZ):
```
24
Properties=species:S:1:pos:R:3:mulliken_charge:R:1
C 1.6888 -1.5420 -1.4880 -0.93
Si 1.6912 -0.2396 -0.0881 0.20
C 1.4334 -0.9009 1.6413 -1.20
C 2.5749 1.2929 -0.6474 -0.70
C 1.0341 1.3898 -0.6542 -0.56
H 0.7848 -2.2102 -1.4331 0.27
H 1.8513 -1.0415 -2.4925 0.29
H 2.5780 -2.1830 -1.3930 0.34
H 2.3013 -1.0416 2.2343 0.41
H 0.8444 -0.1854 2.2039 0.31
H 0.7802 -1.7484 1.8225 0.40
H 3.0499 2.2297 -0.2356 0.32
H 3.0036 1.0521 -1.6045 0.20
H 0.6059 1.3258 -1.6333 0.26
H 0.7800 2.3651 -0.1843 0.37
C -3.3653 0.7324 -0.4807 -0.54
C -3.0772 1.0034 0.7945 -0.07
N -2.2850 -0.0311 1.1945 -0.01
C -2.2935 -0.9611 0.2341 -0.16
N -2.9266 -0.5001 -0.7716 -0.56
H -4.1127 1.2490 -1.0293 0.40
H -3.3243 1.7860 1.5407 0.34
H -1.8324 0.0774 2.1031 0.22
H -1.7848 -1.9189 0.3664 0.39
```

---

No. 2
DFT (ωB97M-V/def2-TZVPD) results for a cluster of 4 separate species, C24H27N4O11S in total in a non-equilibrium geometry.

The calculation puts the LUMO energy at 0.37 eV. As for the total charge: -1. As for the gap between HOMO and LUMO: 0.168 Ha.

Structure (XYZ):
```
67
Properties=species:S:1:pos:R:3:mulliken_charge:R:1
O -0.1732 -0.1925 6.5919 -0.77
C 0.3120 -0.9260 5.7180 0.56
O 1.5130 -1.0311 5.3971 -0.58
C -0.6882 -1.7308 4.8557 -0.73
N -0.9511 -1.1766 3.5122 -0.40
C 0.1775 -1.0901 2.5797 -0.80
C 0.2519 0.2938 1.9226 -0.87
C 0.8663 1.2897 2.9267 1.28
C 0.1830 2.6484 2.9946 -1.06
S -1.2123 2.8047 4.0556 1.41
O -2.1966 1.8180 3.7036 -0.65
O -1.5851 4.1913 4.0605 -0.69
O -0.6843 2.4704 5.4979 -0.45
H -0.3510 -2.7641 4.7490 0.34
H -1.6341 -1.7347 5.3945 0.35
H -1.3993 -0.2737 3.6147 0.31
H 1.1078 -1.2448 3.1241 0.27
H 0.1183 -1.8635 1.8033 0.35
H -0.7433 0.6282 1.6297 0.39
H 0.8524 0.2053 1.0151 0.39
H 1.9282 1.4687 2.7170 -0.14
H 0.8322 0.7907 3.8940 -0.47
H 0.8926 3.4055 3.3321 0.51
H -0.2002 2.9903 2.0334 0.09
H 0.0610 1.8416 5.5125 0.37
C -0.1082 1.8984 -5.2212 -0.50
C -1.1531 1.3092 -4.5223 -0.20
C -1.2342 1.4532 -3.1459 -0.44
C -0.2625 2.1923 -2.4998 -0.06
C 0.7897 2.7835 -3.1715 -0.36
C 0.8615 2.6302 -4.5473 -0.46
N -0.3597 2.3603 -1.0363 1.06
O -1.2815 1.8128 -0.4711 -0.56
O 0.4920 3.0344 -0.4915 -0.60
H -0.0518 1.7815 -6.2955 0.42
H -1.9002 0.7399 -5.0525 0.42
H -2.0352 1.0033 -2.5790 0.47
H 1.5315 3.3474 -2.6267 0.48
H 1.6777 3.0843 -5.0924 0.36
C -6.8422 -2.3377 -6.1826 -0.43
C -6.4318 -1.0153 -6.2879 -0.46
C -5.0944 -0.7160 -6.4905 -0.32
C -4.1946 -1.7606 -6.5850 0.19
C -4.5762 -3.0845 -6.4797 -0.42
C -5.9165 -3.3687 -6.2758 -0.39
N -2.7703 -1.4516 -6.8064 1.07
O -2.4531 -0.2778 -6.8679 -0.66
O -1.9976 -2.3795 -6.9070 -0.61
H -7.8877 -2.5656 -6.0250 0.37
H -7.1528 -0.2136 -6.2109 0.37
H -4.7538 0.3048 -6.5715 0.45
H -3.8395 -3.8697 -6.5526 0.45
H -6.2370 -4.3974 -6.1879 0.37
C 5.7503 -2.8717 3.6938 -0.41
C 4.6807 -2.1825 4.2468 -0.53
C 4.4441 -0.8639 3.8925 -0.44
C 5.2903 -0.2750 2.9739 0.21
C 6.3607 -0.9414 2.3992 -0.52
C 6.5914 -2.2526 2.7732 -0.33
N 5.0207 1.1137 2.5537 1.07
O 4.1211 1.7149 3.1122 -0.63
O 5.7055 1.5820 1.6625 -0.64
H 5.9255 -3.9037 3.9711 0.37
H 4.0051 -2.6566 4.9436 0.48
H 3.5957 -0.3423 4.3076 0.54
H 6.9916 -0.4417 1.6791 0.45
H 7.4213 -2.7954 2.3395 0.36
```

---

No. 3
DFT (ωB97M-V/def2-TZVPD) results for a structure of composition C25H33BrN2O3Si2Ti.

The calculation puts the LUMO energy (spin up / spin down) at 0.28 / -1.18 eV. For the relative energy (zero: lowest compared OMol25 entry of this formula, charge and spin), the calculation gives 0.000 eV. The spin multiplicity is 3. As for the gap between HOMO and LUMO (spin up / spin down): 0.285 / 0.269 Ha.

Structure (XYZ):
```
67
Properties=species:S:1:pos:R:3:mulliken_charge:R:1
Ti -0.2843 -0.2380 -0.6770 0.01
C -3.8860 4.3068 -0.0674 -1.49
C -3.2792 2.9334 -0.0102 0.81
C -4.0376 1.8063 0.3193 -0.33
C -3.4589 0.5557 0.3748 -0.96
C -2.0977 0.4290 0.0960 0.59
Br -0.4243 -2.7363 -0.7041 -0.57
N -1.3873 1.5200 -0.2117 0.20
C -1.9407 2.7352 -0.2803 -0.81
H -4.9593 4.2527 -0.2458 0.40
H -3.4392 4.9030 -0.8628 0.39
H -3.7340 4.8423 0.8722 0.27
H -5.0974 1.9276 0.5168 0.40
H -4.0488 -0.3187 0.6159 0.52
H -1.2940 3.5593 -0.5625 0.42
C 0.7584 -3.1003 3.0175 -0.94
Si -0.2895 -1.5892 3.3313 -0.30
C -2.0519 -1.8470 2.7760 -0.76
C -0.2918 -1.2337 5.1783 -1.14
C 0.4831 -0.0978 2.4623 0.99
C 1.7154 -0.3125 1.6944 -0.57
C 2.9258 -0.5480 2.3535 -0.56
C 4.0758 -0.7444 1.6183 -0.67
C 4.0072 -0.7124 0.2315 -0.87
C 2.7842 -0.4809 -0.3575 -0.52
N 1.6618 -0.2734 0.3508 1.19
Si 0.1928 1.6827 3.0025 0.35
C 1.2031 1.9255 4.5688 -1.30
C 0.8517 2.9044 1.7328 -1.10
C -1.6128 1.9735 3.3881 -0.66
H 0.2902 -3.9689 3.4880 0.41
H 1.7609 -2.9945 3.4388 0.31
H 0.8491 -3.3043 1.9496 0.24
H -2.4908 -2.6547 3.3682 0.49
H -2.0938 -2.1267 1.7229 0.14
H -2.6544 -0.9481 2.9230 0.25
H -0.7112 -2.0964 5.7027 0.40
H -0.9010 -0.3650 5.4360 0.31
H 0.7159 -1.0682 5.5658 0.30
H 2.9376 -0.5796 3.4349 0.57
H 5.0173 -0.9287 2.1197 0.46
H 4.8789 -0.8708 -0.3861 0.46
H 2.6673 -0.4530 -1.4313 0.48
H 2.2671 1.7652 4.3801 0.32
H 0.8943 1.2639 5.3782 0.32
H 1.0839 2.9579 4.9102 0.38
H 1.7798 3.3519 2.0955 0.41
H 0.1363 3.7122 1.5690 0.37
H 1.0556 2.4487 0.7633 0.17
H -1.9299 1.3858 4.2530 0.30
H -2.2622 1.7177 2.5504 0.05
H -1.7697 3.0280 3.6299 0.36
O -2.2293 -0.3864 -5.1141 -0.68
C -0.9862 -0.0819 -5.5148 0.46
C -0.7443 -0.0177 -6.8890 -0.68
C 0.5148 0.2938 -7.3551 -0.31
C 1.5681 0.5488 -6.4747 -0.81
C 1.3348 0.4819 -5.1194 -0.37
C 0.0668 0.1689 -4.6211 -0.19
C -0.1538 0.1001 -3.1724 1.89
O -1.2960 -0.1270 -2.6849 -1.01
O 0.8151 0.2560 -2.3473 -0.84
H -2.2333 -0.3980 -4.1336 0.45
H -1.5650 -0.2196 -7.5638 0.44
H 0.6851 0.3388 -8.4236 0.37
H 2.5511 0.7933 -6.8526 0.41
H 2.1267 0.6701 -4.4067 0.41
```

---

Values of E, in order: -674.05648, -2375.39736, -5310.33585, all in hartree.